1.
C18H24N2O3 | ωB97M-V with the def2-TZVPD basis set

Output
**Frontier orbital gap**: 5.8 eV
**HOMO level**: -7.20 eV
**Spin multiplicity**: 1
**LUMO level**: -1.45 eV
**Energy above the lowest of the compared OMol25 structures with the same formula, charge and spin**: 382.97 kJ/mol

Last column: natural (NBO) charge in e.
Geometry (Å):
C: -3.7465 -1.1711 3.1989  -0.622
C: -2.6103 -0.1876 3.0372  -0.065
O: -1.3618 -0.9080 2.9317  -0.523
C: -0.2986 -0.0628 2.6385  0.897
N: 0.8475 -0.7107 2.5125  -0.774
C: 2.1392 -0.4440 2.7431  0.676
C: 2.9135 -1.7042 3.0571  -0.692
O: 2.7495 0.6425 2.7331  -0.698
O: -0.5891 1.1385 2.4816  -0.763
H: -4.6922 -0.6186 3.2464  0.203
H: -3.8130 -1.8502 2.3395  0.207
H: -3.6623 -1.7560 4.1237  0.207
H: -2.7717 0.4005 2.1275  0.182
H: -2.5805 0.4916 3.8990  0.174
H: 2.2460 -2.5624 3.1501  0.225
H: 3.6607 -1.8929 2.2823  0.206
H: 3.4619 -1.5513 3.9881  0.218
C: 5.0010 2.1886 -3.7439  -0.412
C: 4.1600 1.0460 -4.3218  -0.415
C: 3.1841 0.6130 -3.2209  -0.218
N: 3.2679 1.6498 -2.1878  -0.329
C: 2.4712 1.6448 -1.1270  0.240
C: 2.4454 2.6531 -0.1440  -0.402
C: 1.6767 2.6551 1.0160  0.082
C: 1.6155 3.7711 1.9276  -0.064
C: 0.6412 3.8154 2.9558  -0.137
C: 0.5043 4.8969 3.8131  -0.230
C: 1.3748 5.9952 3.6839  -0.156
C: 2.3688 5.9762 2.6953  -0.242
C: 2.4944 4.8842 1.8300  -0.155
C: 4.2813 2.6662 -2.4678  -0.232
H: 6.0012 1.8308 -3.4845  0.219
H: 5.1138 3.0069 -4.4585  0.227
H: 3.5935 1.3931 -5.1902  0.217
H: 4.7798 0.2036 -4.6338  0.230
H: 2.1548 0.5152 -3.6000  0.218
H: 3.4812 -0.3584 -2.7951  0.215
H: 1.7905 0.7903 -1.0328  0.230
H: 3.1023 3.5112 -0.3267  0.203
H: 1.0407 1.8104 1.2764  0.281
H: -0.0254 2.9615 3.0483  0.279
H: -0.2921 4.8937 4.5631  0.224
H: 1.2645 6.8566 4.3422  0.217
H: 3.0403 6.8294 2.5713  0.217
H: 3.2619 4.8825 1.0573  0.198
H: 4.9821 2.7760 -1.6266  0.226
H: 3.8190 3.6520 -2.6451  0.213

=====

2.
C18H24N2O3S | ωB97M-V with the def2-TZVPD basis set

Output
**SMILES string**: CCOc1ccc(NC(=S)N(CCOC)[C@@H](C)c2ccco2)cc1
**Frontier orbital gap**: 8.4 eV
**HOMO level**: -7.72 eV
**Spin multiplicity**: 1
**LUMO level**: 0.64 eV
**Energy above the lowest of the compared OMol25 structures with the same formula, charge and spin**: 273.78 kJ/mol

Last column: natural (NBO) charge in e.
Geometry (Å):
C: -8.1882 -0.1688 -0.5581  -0.617
C: -6.8248 -0.3466 0.0917  -0.061
O: -5.8558 0.1678 -0.7987  -0.497
C: -4.5472 0.1555 -0.4297  0.286
C: -4.0541 -0.3734 0.7582  -0.261
C: -2.6975 -0.3229 1.0245  -0.225
C: -1.8079 0.2519 0.1251  0.116
N: -0.4410 0.2299 0.4428  -0.603
C: 0.5033 1.1727 0.1737  0.314
S: 0.1302 2.6059 -0.5692  -0.264
N: 1.7692 0.8956 0.5860  -0.422
C: 2.1126 -0.3118 1.3015  -0.261
C: 2.0888 -1.5784 0.4235  -0.079
O: 3.4088 -2.0548 0.3172  -0.543
C: 3.5348 -3.1505 -0.5511  -0.246
C: 2.8674 1.7919 0.2235  -0.109
C: 3.3023 2.6281 1.4244  -0.610
C: 3.9956 1.0158 -0.3757  0.273
C: 5.2718 0.7718 0.0418  -0.303
C: 5.8721 -0.0256 -0.9621  -0.312
C: 4.9163 -0.2102 -1.9098  0.091
O: 3.7811 0.4169 -1.5669  -0.404
C: -2.2991 0.7557 -1.0767  -0.187
C: -3.6492 0.7119 -1.3423  -0.243
H: -8.2210 -0.7052 -1.5023  0.214
H: -8.9647 -0.5511 0.0983  0.212
H: -8.3700 0.8845 -0.7528  0.215
H: -6.7862 0.1961 1.0468  0.171
H: -6.6337 -1.4120 0.2854  0.168
H: -4.7106 -0.8246 1.4854  0.212
H: -2.3278 -0.7372 1.9532  0.202
H: -0.2024 -0.4730 1.1273  0.392
H: 3.1391 -0.2050 1.6562  0.253
H: 1.4709 -0.4290 2.1821  0.195
H: 1.4466 -2.3611 0.8608  0.163
H: 1.6933 -1.3348 -0.5746  0.185
H: 4.5908 -3.4099 -0.5695  0.198
H: 3.2023 -2.8937 -1.5641  0.168
H: 2.9503 -4.0086 -0.1956  0.165
H: 2.4567 2.4624 -0.5434  0.277
H: 4.0960 3.3082 1.1307  0.221
H: 2.4560 3.2108 1.7784  0.232
H: 3.6600 1.9985 2.2355  0.200
H: 5.7350 1.1161 0.9434  0.228
H: 6.8725 -0.4063 -0.9691  0.227
H: 4.9215 -0.7433 -2.8399  0.202
H: -1.6252 1.1843 -1.7983  0.245
H: -4.0389 1.1052 -2.2674  0.225